[1]
Density functional theory data (ωB97M-V/def2-TZVPD) for a 2-piece molecular cluster, C26H46N3O6P2S overall in a non-equilibrium geometry.

Cartesian coordinates (Å):
C 2.03527 -1.69918 5.24058
C 2.40944 -0.67090 4.72426
C 2.74939 0.74063 4.28660
C 3.74637 0.70641 3.07657
C 3.27696 1.56696 1.86046
P 1.76842 0.76646 1.00117
C 1.40462 2.40292 0.02259
C 0.12083 2.99289 0.21405
C -0.12897 4.24044 -0.52684
C 0.94343 4.73300 -1.32027
C 2.13441 4.01281 -1.35290
N 2.40051 2.87492 -0.73770
O 0.31852 -0.07996 0.53277
C 0.51520 -1.07108 -0.49862
C -0.20478 -0.37847 -1.71953
O -1.38020 0.26627 -1.21220
C -2.50656 0.02507 -1.93213
C -2.65752 0.21121 -3.45096
O -3.48655 -0.33430 -1.31885
N -0.11168 -2.24400 0.10855
C -1.01426 -2.97992 -0.78726
C -1.34004 -4.36245 -0.10997
C -1.31842 -5.55726 -1.10542
C 2.09352 -1.17818 -0.76900
C 2.90549 -2.19024 0.08861
C 2.71756 -3.67719 -0.29216
O 1.80829 -4.10092 -0.95561
N 3.71082 -4.58240 0.25614
C 3.30903 -5.13842 1.55892
C 4.15785 -5.59953 -0.70913
P 2.67749 -1.17730 -2.54726
S 1.75954 -2.38253 -3.77930
O 2.64436 0.07866 -0.32860
H 1.78740 -2.53553 5.87151
H 1.79830 1.17365 3.92736
H 3.12548 1.29565 5.16069
H 3.95905 -0.32986 2.75070
H 4.72039 1.09742 3.45165
H 4.13793 1.57357 1.15667
H 3.07168 2.60432 2.18989
H 0.92992 1.39828 2.01016
H 1.97596 -0.34202 1.90740
H -0.62228 2.52505 0.86469
H -1.09800 4.75583 -0.48226
H 0.82449 5.66094 -1.88917
H 2.94970 4.44221 -1.96450
H -0.39280 -1.05850 -2.56611
H 0.47772 0.42581 -2.07058
H -3.07600 1.22396 -3.61606
H -3.36225 -0.53242 -3.84459
H -1.66866 0.19909 -3.94240
H -0.66225 -1.88605 0.88341
H -2.00540 -2.48620 -0.92416
H -0.59554 -3.11337 -1.80123
H -2.30996 -4.32445 0.42479
H -0.52842 -4.53871 0.62323
H -1.36890 -6.48744 -0.49638
H -2.25069 -5.53859 -1.70037
H -0.40639 -5.60766 -1.72213
H 3.97949 -1.96849 -0.08347
H 2.73764 -2.09785 1.17541
H 2.52490 -4.46505 1.97007
H 2.89223 -6.16075 1.50855
H 4.16289 -5.04256 2.25860
H 3.74457 -5.47792 -1.72212
H 4.01426 -6.61815 -0.29497
H 5.26358 -5.48804 -0.81105
H 4.08283 -1.40186 -2.46463
H 2.53077 0.16818 -2.98379
C -4.38351 3.35952 0.13923
C -5.88006 3.60473 0.06462
O -6.32705 4.65816 0.90541
C -5.79719 5.94049 0.63010
C -6.15079 6.45926 -0.75427
H -4.06322 3.24418 1.17588
H -4.11727 2.46003 -0.41785
H -3.82325 4.19602 -0.28526
H -6.40191 2.70777 0.40091
H -6.19690 3.78084 -0.96957
H -4.71310 5.94950 0.78659
H -6.22559 6.61084 1.37758
H -5.65776 5.87930 -1.53675
H -5.83750 7.49909 -0.86258
H -7.22691 6.39341 -0.92641

Forces on atoms 1 to 6 (eV/Å):
0.423 0.379 0.169
-0.286 0.861 0.717
-0.431 -1.878 -0.808
0.482 0.907 0.146
1.139 -0.613 -0.174
-0.596 1.630 2.525

Computed properties:
2S+1   1
Total charge   -1
Frontier orbital gap   7.29 eV



[2]
Density functional theory data (ωB97M-V/def2-TZVPD) for a 3-piece molecular cluster, C26H47N4O6 overall in a non-equilibrium geometry.

Cartesian coordinates (Å):
O -2.85353 -0.52968 6.62027
C -1.96827 -0.99920 5.96590
O -0.72010 -1.14616 6.55231
C -2.16957 -1.38535 4.47499
C -2.90045 -0.48079 3.55849
C -3.01796 -0.88221 2.15622
N -2.49402 -2.04786 1.64614
C -2.56979 -2.44973 0.21367
C -1.70949 -1.39895 -0.63803
C -0.16250 -1.81902 -0.65660
C 0.29301 -2.15848 -2.13251
N 0.09388 -0.91099 -2.94937
C 0.81016 0.23408 -2.63197
C 0.37935 1.26151 -3.58090
C -0.62062 0.61226 -4.47196
C -0.79652 -0.80082 -4.06162
C -1.84335 -2.91474 2.51000
C -1.65144 -2.64402 3.92079
H -0.34359 -2.03005 6.37757
H -3.32299 0.47840 3.94297
H -3.55714 -0.19374 1.46478
H -3.61395 -2.56593 -0.16762
H -2.03798 -3.43076 0.08130
H -2.12077 -1.28286 -1.68137
H -1.75690 -0.38753 -0.14761
H -0.01304 -2.74120 -0.01483
H 0.45092 -0.99200 -0.21689
H 1.36385 -2.50624 -2.18555
H -0.33956 -2.96795 -2.60262
H 1.51799 0.26406 -1.77837
H 0.77623 2.29627 -3.54008
H -1.13103 1.15452 -5.29619
H -1.46457 -1.56223 -4.52512
H -1.44178 -3.86993 2.09346
H -1.12237 -3.36843 4.58603
C 6.58506 -3.49589 -6.83937
O 6.07454 -2.78728 -5.72171
C 5.56184 -1.49912 -6.05782
C 4.05154 -1.46125 -5.86631
N 3.37118 -2.27252 -6.87359
C 1.94962 -2.47698 -6.60101
C 1.58105 -3.27782 -5.34719
O 1.95979 -4.64499 -5.41711
C 3.29296 -4.91490 -5.01098
H 7.06894 -4.40108 -6.47133
H 5.77863 -3.79189 -7.51801
H 7.32537 -2.90017 -7.37981
H 5.84339 -1.19751 -7.07242
H 6.01761 -0.78835 -5.36144
H 3.70401 -0.42632 -5.94448
H 3.83536 -1.82196 -4.85320
H 3.81929 -3.17924 -6.92197
H 1.53859 -3.00517 -7.46658
H 1.45137 -1.50247 -6.56309
H 0.48882 -3.27865 -5.26902
H 1.94418 -2.80365 -4.42841
H 3.64216 -4.22395 -4.23905
H 3.96438 -4.89205 -5.87172
H 3.32273 -5.92834 -4.60614
C -1.93480 7.22273 3.98174
O -1.66674 6.91499 5.33935
C -2.84630 6.78810 6.13191
C -3.02843 5.34622 6.58623
N -3.38519 4.48023 5.46323
C -3.33396 3.05480 5.78096
C -1.96578 2.45642 6.12872
O -1.05128 2.43602 5.03688
C -0.30309 3.63207 4.86283
H -0.98386 7.42865 3.48946
H -2.40624 6.37518 3.47276
H -2.57049 8.10782 3.89561
H -3.73438 7.15721 5.60766
H -2.69900 7.41410 7.01691
H -3.82131 5.30299 7.33909
H -2.09116 5.02374 7.05395
H -2.74768 4.65839 4.69671
H -3.71651 2.52554 4.90014
H -4.03262 2.84807 6.59774
H -2.13033 1.40874 6.39104
H -1.51500 2.92028 7.01148
H -0.11248 4.14510 5.80781
H -0.81178 4.30003 4.16437
H 0.65635 3.36693 4.41474

Forces on atoms 1 to 6 (eV/Å):
0.220 -0.340 -1.058
0.148 -0.113 0.829
-1.056 -0.720 -1.076
-0.060 -0.435 -2.335
1.304 -2.511 -0.462
-0.016 0.821 1.717

Computed properties:
ΔE to the lowest compared entry with this formula, charge and spin   0.00 kcal/mol
2S+1   1
Total charge   +1
Frontier orbital gap   5.14 eV



[3]
Density functional theory data (ωB97M-V/def2-TZVPD) for a 8-piece molecular cluster, C26H47NO7 overall in a non-equilibrium geometry.

Cartesian coordinates (Å):
N 3.19146 -7.20087 -1.69670
C 3.67638 -8.42687 -1.91900
C 3.28683 -9.33170 -2.84841
C 2.24301 -8.86599 -3.72234
C 1.68256 -7.59527 -3.51479
C 2.17897 -6.83605 -2.46239
H 4.54842 -8.53878 -1.29175
H 3.73450 -10.31291 -2.90510
H 2.04666 -9.48360 -4.58629
H 0.90079 -7.22089 -4.15904
H 1.62899 -5.98342 -2.09234
C -5.11478 2.34700 4.69834
C -5.70475 3.67625 4.28413
O -5.14129 4.38264 3.43956
C -6.94375 4.18691 5.10705
H -5.23610 2.07362 5.74650
H -4.08854 2.51170 4.36999
H -5.48119 1.47090 4.16328
H -7.74271 3.44545 5.10376
H -7.24148 5.21203 4.88662
H -6.71736 4.27197 6.16988
C -2.74762 5.08958 -7.75836
C -2.25889 3.78319 -7.18906
O -1.02097 3.53351 -7.12894
C -3.26212 2.74269 -6.69900
H -2.11389 5.61623 -8.47189
H -3.10363 5.76150 -6.97740
H -3.70945 4.75479 -8.14679
H -2.87945 2.19416 -5.83831
H -3.54962 2.00487 -7.44803
H -4.12725 3.24664 -6.26808
C -10.11849 3.51626 -3.01310
C -8.62675 3.58056 -2.75861
O -7.99339 4.57623 -2.95356
C -7.99760 2.36388 -2.09528
H -10.31070 2.67343 -3.67703
H -10.50233 4.34819 -3.60357
H -10.67420 3.38968 -2.08398
H -8.32418 1.46377 -2.61612
H -8.38692 2.34205 -1.07741
H -6.90860 2.39043 -2.13362
C -0.75815 -3.40366 7.36398
C 0.46791 -4.30631 7.52089
O 0.33723 -5.47215 7.83567
C 1.82103 -3.62836 7.31072
H -0.84978 -3.23291 6.29134
H -0.55574 -2.49947 7.93806
H -1.71725 -3.85786 7.61283
H 2.00336 -3.94272 6.28308
H 2.48653 -4.10212 8.03236
H 1.96401 -2.54819 7.28092
C 7.15968 -3.31311 2.14043
C 7.78055 -2.62508 3.41297
O 8.36652 -3.30962 4.23649
C 7.43483 -1.17247 3.61018
H 6.08695 -3.14317 2.23246
H 7.40164 -4.37483 2.09244
H 7.49375 -2.72265 1.28729
H 7.90422 -0.75931 2.71739
H 7.99826 -0.68499 4.40580
H 6.36562 -0.96064 3.60449
C 5.41477 4.07776 -3.36507
C 6.23041 3.63142 -2.05416
O 5.64062 3.56634 -0.95135
C 7.65683 3.18580 -2.18424
H 5.99353 4.68414 -4.06180
H 4.42405 4.49952 -3.19566
H 5.22322 3.23347 -4.02733
H 7.87180 3.08153 -3.24774
H 7.65657 2.24156 -1.63971
H 8.42194 3.84141 -1.76844
C 0.03838 2.12822 -0.20130
C 0.14756 0.61002 0.19115
O -0.56048 -0.24399 -0.32368
C 1.20144 0.33003 1.24015
H 0.84866 2.73442 0.20375
H -0.94909 2.50737 0.06185
H 0.14007 2.14590 -1.28640
H 0.96929 0.82996 2.18051
H 2.17416 0.51883 0.78599
H 1.17469 -0.69811 1.60113

Forces on atoms 1 to 6 (eV/Å):
-0.646 -0.279 -0.419
1.857 1.223 1.414
-2.087 0.759 -1.458
1.468 -0.027 0.697
0.613 -1.295 -0.321
-0.815 -0.135 0.637

Computed properties:
ΔE to the lowest compared entry with this formula, charge and spin   56.17 kcal/mol
2S+1   1
Total charge   0
SMILES   c1ccncc1.CC(C)=O.CC(C)=O.CC(C)=O.CC(C)=O.CC(C)=O.CC(C)=O.CC(C)=O
Frontier orbital gap   9.75 eV



[4]
Density functional theory data (ωB97M-V/def2-TZVPD) for C26H48Cl3CoN4O4Si as an isolated structure in a non-equilibrium geometry.

Cartesian coordinates (Å):
C -1.64492 -1.92506 -3.85116
C -1.21371 -2.64314 -2.61392
H -1.68079 -2.59871 -4.71471
H -0.93999 -1.11312 -4.09440
H -2.63575 -1.47586 -3.69348
C -0.56786 -3.82122 -2.65460
C -0.16125 -4.50727 -3.91478
H -0.35833 -4.36740 -1.73321
H 0.10522 -3.79649 -4.71096
H -0.95886 -5.15925 -4.30117
H 0.71140 -5.14532 -3.72679
Co -0.94564 1.08362 -1.74727
Cl -2.96279 1.63568 -1.19392
Cl 0.59465 2.60453 -1.27343
H 1.08845 3.19779 2.86593
H -1.40164 5.17209 2.60615
C 0.87584 3.38718 1.80363
C -1.11312 4.87304 1.58276
N -0.55371 3.53179 1.57535
H 1.27160 2.56048 1.20377
C -1.33547 2.42525 1.56680
O -0.93244 1.29737 1.85382
H -2.00990 4.91741 0.94909
H -2.37457 2.61118 1.22729
H 1.35136 4.32198 1.48754
H -0.35647 5.57292 1.20277
H 1.48775 -1.11367 -3.07671
H 1.89012 -3.51616 -1.86131
C 2.35873 -0.78650 -2.49296
C 2.75935 -2.97807 -1.45760
N 2.44057 -1.56865 -1.27825
H 2.25297 0.26852 -2.22751
C 2.63734 -0.92790 -0.08408
O 2.78640 0.28931 0.05322
H 3.03540 -3.41785 -0.49427
H 2.64757 -1.61276 0.78527
H 3.26401 -0.94379 -3.09557
H 3.58859 -3.08608 -2.17172
O -0.52499 -0.80550 -1.29478
C -1.40086 -1.86462 -1.31002
C -0.01108 -3.09827 0.41460
C -1.26911 -2.80417 -0.09681
H 0.83368 -2.53457 0.01160
C 0.16065 -4.10669 1.36797
H -2.43824 -1.48234 -1.30913
C -2.39259 -3.47210 0.41645
H 1.16332 -4.30911 1.74856
C -0.94693 -4.82910 1.81631
C -2.22820 -4.50169 1.34702
H -3.38389 -3.20110 0.03682
H -0.80428 -5.63743 2.53630
H -3.09723 -5.06315 1.70399
Si -0.56046 3.66778 -3.71505
Cl -0.80285 1.45156 -3.95522
C 1.25744 4.03596 -3.89993
C -1.68796 4.42963 -2.41255
C -1.33439 4.20478 -5.36733
H 1.93586 3.25278 -3.54508
H 1.50318 4.96353 -3.37070
H 1.48890 4.20151 -4.96039
H -0.68636 3.91774 -6.20730
H -1.44862 5.29804 -5.37759
H -2.32417 3.75777 -5.52787
H -1.65060 3.94856 -1.42745
H -2.74050 4.39913 -2.72707
H -1.40796 5.48296 -2.26859
C -1.45860 -1.45533 3.29726
N -0.43987 -0.71786 3.98091
C -0.71888 -0.27927 5.32164
C 0.50732 0.30062 5.97427
C 1.32863 1.10633 4.99768
N 1.66921 0.24699 3.88830
C 2.88338 0.47833 3.14845
C 0.78832 -0.66682 3.36697
O 1.09367 -1.38099 2.39766
H -1.54788 -1.11864 2.26053
H -2.41755 -1.29309 3.79172
H -1.24422 -2.52923 3.29597
H -1.53223 0.46242 5.29373
H -1.08857 -1.14347 5.89292
H 1.11834 -0.50933 6.38485
H 0.19817 0.93586 6.80244
H 2.26662 1.44012 5.45490
H 0.76239 1.99228 4.65667
H 3.48793 1.22702 3.67717
H 3.45248 -0.46013 3.07375
H 2.68948 0.81639 2.11586

Forces on atoms 1 to 6 (eV/Å):
0.166 0.218 -0.267
0.690 -0.760 0.490
-0.145 0.185 0.134
-0.282 -0.248 0.085
0.220 -0.025 -0.103
-0.669 0.452 0.129

Computed properties:
ΔE to the lowest compared entry with this formula, charge and spin   14.42 kcal/mol
Expectation value of S²   3.76
2S+1   4
Total charge   -1
Frontier orbital gap (alpha / beta)   7.87 / 7.74 eV



[5]
Density functional theory data (ωB97M-V/def2-TZVPD) for a 10-piece molecular cluster, C26H48N4O18 overall in a non-equilibrium geometry.

Cartesian coordinates (Å):
C -2.72483 -3.18938 -5.43842
C -1.70330 -3.45671 -4.43516
N -0.89201 -3.64921 -3.64881
H -3.66083 -3.66951 -5.16443
H -2.40342 -3.54793 -6.41308
H -2.88721 -2.11232 -5.48408
C 3.84043 5.05202 -0.26217
C 3.60806 3.67841 -0.69361
N 3.39767 2.59467 -1.00945
H 4.59627 5.50809 -0.89716
H 4.16217 5.02498 0.77836
H 2.91687 5.62120 -0.33479
C 0.22219 2.88306 -2.65866
C 0.42184 3.96445 -1.70792
N 0.59300 4.79316 -0.93707
H -0.49258 2.17185 -2.23662
H 1.15331 2.33385 -2.78142
H -0.18500 3.25476 -3.59468
C -0.35458 -0.01161 4.71500
C 1.03369 0.15457 4.29550
N 2.12161 0.27611 3.96219
H -0.39622 -0.43796 5.71308
H -0.88390 -0.61851 3.98747
H -0.80885 0.98085 4.73370
C 0.46323 5.79926 2.17720
O 1.85362 6.02107 2.34151
C 2.24115 7.28895 2.24831
O 1.52621 8.22930 2.03684
O 3.57139 7.31840 2.37998
C 4.16907 8.60762 2.27375
H -0.10030 6.18740 3.02668
H 0.29350 4.73458 2.05920
H 0.07904 6.27493 1.27629
H 4.19250 9.08635 3.25094
H 3.65239 9.22177 1.54185
H 5.19470 8.46944 1.93529
C 1.06576 1.85704 1.07436
O 0.53280 1.25922 -0.11971
C -0.19978 0.16946 0.03395
O -0.40803 -0.42666 1.06231
O -0.70247 -0.15056 -1.15523
C -1.20281 -1.49538 -1.28888
H 1.95844 1.30573 1.35134
H 0.31392 1.80567 1.86369
H 1.27207 2.90238 0.88499
H -1.70661 -1.50005 -2.24582
H -1.97533 -1.64540 -0.52819
H -0.41655 -2.23495 -1.19420
C -1.81333 -2.70665 2.56484
O -1.87939 -3.03197 3.94397
C -3.08143 -2.88496 4.50025
O -4.07088 -2.48328 3.94442
O -3.00532 -3.25777 5.77330
C -4.17923 -3.13322 6.55203
H -2.17550 -1.70851 2.33406
H -2.34659 -3.45629 1.97785
H -0.77847 -2.73088 2.23040
H -5.05825 -3.47328 6.00483
H -4.35698 -2.10241 6.86711
H -4.03747 -3.73403 7.44556
C 2.38903 -0.21370 -2.97183
O 2.84681 -1.40241 -2.35026
C 3.83014 -2.05542 -2.95728
O 4.31210 -1.79681 -4.02827
O 4.14650 -3.09594 -2.18820
C 5.06096 -4.03093 -2.76063
H 3.00494 0.64329 -2.70215
H 1.37642 -0.03886 -2.60680
H 2.31760 -0.27922 -4.05817
H 4.89570 -4.10922 -3.83386
H 4.89968 -4.97361 -2.25154
H 6.08354 -3.68247 -2.60881
C -5.35019 -0.15837 0.00018
O -6.22104 -0.84002 -0.88132
C -5.71197 -1.18152 -2.06133
O -4.58269 -0.99242 -2.41495
O -6.67687 -1.77193 -2.76855
C -6.32137 -2.20809 -4.05698
H -5.93601 0.10305 0.87889
H -4.98469 0.77389 -0.43399
H -4.50490 -0.76854 0.31506
H -7.20844 -2.18028 -4.68532
H -5.95301 -3.23981 -4.05446
H -5.54205 -1.60705 -4.52662
C 2.45204 -1.90957 1.50126
O 1.78128 -2.34205 0.31670
C 2.06703 -3.57597 -0.07423
O 2.76990 -4.35364 0.51807
O 1.38481 -3.81548 -1.19454
C 1.49268 -5.14702 -1.71831
H 2.35253 -2.64478 2.29569
H 1.99416 -0.96883 1.78344
H 3.50644 -1.74001 1.27901
H 2.15876 -5.13358 -2.58048
H 0.49844 -5.39993 -2.08003
H 1.81231 -5.84396 -0.95224

Forces on atoms 1 to 6 (eV/Å):
-0.019 0.222 0.054
-0.053 -0.061 -0.106
0.074 -0.126 0.041
0.005 -0.057 0.020
0.021 -0.018 -0.012
-0.038 -0.033 -0.065

Computed properties:
ΔE to the lowest compared entry with this formula, charge and spin   0.00 kcal/mol
2S+1   1
Total charge   0
SMILES   COC(=O)OC.COC(=O)OC.COC(=O)OC.COC(=O)OC.COC(=O)OC.COC(=O)OC.CC#N.CC#N.CC#N.CC#N
Frontier orbital gap   10.63 eV



What is the total charge in the first record?
-1



What is the 2S+1 in the fourth record?
4